[1]
Molecular formula: C19H43GaN2OP3S
Method: DFT, ωB97M-V/def2-TZVPD

- LUMO (eV) = -12.425
- multiplicity = 1
- highest occupied orbital energy (eV) = -15.818
- total charge = +3

XYZ file:
```
70
Properties=species:S:1:pos:R:3:forces:R:3
H 3.459 -1.997 -0.888 -0.3 -0.1 0.2
H 0.571 2.494 2.328 -0.2 0.2 0.3
Ga 0.004 -0.264 0.789 -1.8 -2.1 1.3
H -2.392 -2.705 2.854 0.0 -0.2 0.1
P 1.971 -1.553 1.028 2.1 0.4 -0.7
H -3.326 -1.656 -0.896 -0.1 -0.1 0.2
H 1.480 1.440 -1.341 0.6 0.4 -0.8
C -2.598 0.679 3.253 -0.4 -0.4 -0.5
S 2.809 1.063 -1.251 -0.3 -0.7 0.7
H -2.039 3.068 -0.262 -0.4 0.2 -0.1
H -0.417 -0.641 -4.849 -0.1 0.3 0.3
H -2.971 1.651 2.911 0.0 -0.3 -0.1
H -0.973 1.866 -3.145 0.2 0.1 -0.5
C 5.952 2.870 -4.046 0.1 0.1 0.1
H 4.200 -0.550 1.327 -0.1 -0.3 0.2
H -0.184 2.672 3.940 0.0 0.0 -0.1
C -5.703 0.608 -0.560 -0.5 -0.5 -0.1
H -6.755 0.798 -0.814 0.5 0.0 0.1
H 6.666 3.791 -2.207 -0.3 0.0 -0.4
C -3.288 -2.166 0.072 0.2 0.6 -0.1
H -5.483 2.743 -0.531 0.4 -0.6 0.0
H -1.170 2.935 2.485 0.3 -0.1 0.0
H -2.471 -4.176 1.824 0.4 0.5 0.1
C -3.641 1.840 -0.269 -0.6 1.4 0.2
H -1.832 -4.403 -0.531 0.4 0.3 0.0
C 5.901 3.182 -2.690 0.0 0.1 0.2
C -0.888 0.029 -4.123 -0.2 0.1 -0.5
P -1.534 -2.304 0.608 -1.7 -1.5 -0.8
C 4.031 1.418 -3.776 -0.2 -0.1 0.7
H 3.186 -0.402 2.820 0.0 -0.1 -0.4
H 2.926 0.633 1.342 0.2 -0.3 0.4
N -3.049 3.084 -0.172 0.6 -1.2 0.3
H 0.977 -0.091 4.391 -0.2 -0.1 0.1
N -4.983 1.854 -0.459 0.7 0.2 0.0
H 1.834 -1.522 -1.401 0.3 -0.3 0.3
H -0.925 -3.238 -1.547 0.1 -0.2 0.0
H 1.560 -2.604 3.155 0.1 -0.3 -0.3
H -0.394 -1.251 4.412 0.1 0.1 0.1
C -0.115 -0.191 4.383 0.5 -0.4 -0.4
C -0.441 1.267 -3.897 0.1 -0.3 0.9
C -1.843 -3.315 2.135 0.6 0.5 -0.1
H -5.260 -0.023 -1.342 -0.2 0.2 0.1
H 4.808 2.979 -0.848 0.1 0.0 -0.2
O -2.974 0.804 -0.101 0.5 -0.4 0.1
H -2.759 0.605 4.336 0.2 0.0 -0.2
C 3.193 -0.370 1.718 -0.3 0.4 -0.3
H -0.078 -4.112 -0.214 -0.3 0.0 -0.2
H -3.712 -3.181 -0.018 0.3 0.4 0.1
H -0.529 0.299 5.275 0.0 0.0 -0.3
H -1.855 -0.308 -3.715 0.6 0.2 0.0
H -3.852 -1.580 0.807 0.1 -0.1 -0.3
C 4.866 2.703 -1.897 -0.3 -0.6 0.2
H 5.152 1.658 -5.618 -0.2 0.0 0.3
H 3.013 -3.294 2.385 -0.3 0.3 -0.3
H 3.316 0.693 -4.154 0.2 0.1 -0.2
C 2.391 -2.131 -0.667 -0.3 0.1 -0.1
H -3.150 -0.123 2.750 0.0 0.2 0.1
C 3.920 1.795 -2.414 0.8 1.2 -1.2
H -5.666 0.054 0.387 -0.1 0.1 -0.2
H 2.100 -3.180 -0.797 0.1 0.1 0.2
C -1.022 -3.651 -0.540 0.4 0.4 0.1
C 5.046 1.953 -4.575 -0.3 0.0 0.1
C 1.977 -2.955 2.197 -0.7 0.1 0.1
H -3.527 3.890 -0.507 -0.2 0.5 -0.2
H 0.478 1.699 -4.316 -0.5 -0.3 0.0
H 6.691 3.352 -4.696 -0.2 -0.4 0.3
H 1.389 -3.796 1.803 0.2 0.2 0.2
C -0.349 2.344 2.911 0.5 0.1 -0.1
P -0.819 0.591 2.896 -0.6 1.7 0.7
H -0.898 -3.673 2.557 -0.3 0.0 0.1
```
Forces are in eV/Å.



[2]
Molecular formula: C16H32MgO9S5
Method: DFT, ωB97M-V/def2-TZVPD

- LUMO (eV) = -0.347
- multiplicity = 1
- highest occupied orbital energy (eV) = -5.671
- energy relative to the best compared isomer or geometry (same formula, charge and spin) (kcal/mol) = 0.0

XYZ file:
```
63
Properties=species:S:1:pos:R:3:forces:R:3
H -1.629 -1.314 4.066 0.1 0.0 -0.4
H -1.480 1.425 4.043 0.1 0.4 -0.1
H 0.766 -2.045 -3.448 0.0 -0.1 -0.2
S -1.655 -2.792 0.349 -0.3 -0.3 -0.5
H -0.841 1.103 5.638 0.3 0.0 0.1
O -1.004 -1.543 0.841 -0.5 -0.7 0.6
C -3.330 1.686 -1.263 -0.6 0.9 0.2
O 0.619 -1.378 -5.959 0.0 -0.2 -0.6
H -3.464 0.661 -1.592 0.2 -0.1 0.0
S 0.386 0.045 3.842 0.7 -0.1 0.6
H -1.166 -4.438 1.994 0.1 0.0 0.0
H -0.086 -2.715 -1.387 0.0 0.0 0.0
O 0.357 -0.527 -1.408 0.2 0.1 -0.6
H -2.681 2.286 -1.900 0.3 -0.4 -0.1
O -0.320 2.061 -1.951 -0.1 0.1 0.2
C -0.270 1.709 -4.258 -0.4 -0.6 0.1
H 0.569 4.903 0.345 0.2 0.0 0.0
C 0.448 -1.031 -3.672 0.0 0.3 0.1
C 0.403 3.833 0.428 -0.7 -0.5 0.2
H -0.066 -2.234 3.924 -0.2 0.0 -0.2
H 2.128 -1.967 -1.760 0.2 0.1 0.0
O 0.191 0.238 2.394 -0.2 0.5 0.8
S 1.883 2.854 0.302 0.1 0.9 -0.4
H 3.331 0.124 -0.980 -0.1 0.0 0.0
O -1.385 1.067 0.360 -0.2 0.1 0.6
C -0.728 -4.186 1.032 0.0 0.3 -0.2
C 2.555 3.178 1.944 -0.1 0.0 -0.2
C -3.853 0.759 1.215 0.1 -0.6 0.4
C -0.163 1.302 -2.945 0.6 0.1 0.4
H -4.290 2.212 -1.208 -0.1 -0.2 -0.1
H -0.525 -1.442 5.430 0.2 0.1 0.0
H 0.314 -3.881 1.128 0.0 0.0 0.0
H -0.811 -5.016 0.334 -0.1 -0.1 0.1
S -2.656 1.804 0.386 -0.4 0.2 -0.5
C -0.555 1.361 4.618 -0.7 -0.6 0.0
C -0.145 0.799 -5.350 0.2 0.9 0.3
H -1.648 -2.353 -2.050 -0.2 0.1 0.3
C 0.256 -0.154 -2.642 -0.5 -0.1 0.2
H -4.845 1.205 1.187 0.0 0.1 0.0
S 3.126 -1.811 0.377 0.2 0.2 -0.8
O 1.412 1.455 0.316 1.2 0.3 0.2
H -3.871 -0.253 0.806 0.0 0.1 -0.3
C 0.321 -0.625 -5.054 0.4 -0.7 0.6
H -1.255 -4.043 -1.665 -0.2 0.0 0.2
H -0.108 3.552 1.354 0.1 0.2 0.1
H 0.042 2.266 4.594 -0.1 0.1 -0.1
H -3.515 0.644 2.247 -0.1 0.2 0.0
H 3.595 2.861 1.934 0.0 0.0 0.1
H 4.394 0.181 0.466 0.0 0.1 0.0
O -0.319 1.126 -6.509 -0.2 0.0 -0.9
H 2.233 -3.545 -0.959 0.0 0.0 0.1
H 1.979 2.613 2.675 0.0 0.0 0.0
H 2.480 4.247 2.138 0.1 0.0 0.0
H 4.843 -0.836 -0.941 0.1 0.1 0.1
H -0.589 2.728 -4.436 0.1 0.0 -0.2
O 1.815 -1.240 0.790 0.2 -0.6 1.0
C 2.777 -2.625 -1.179 -0.1 -0.4 0.0
C 4.021 -0.436 -0.349 0.1 -0.1 0.0
C -0.576 -1.368 4.340 -0.2 -0.1 0.6
Mg 0.244 -0.030 0.463 -0.3 -0.4 -1.3
H -0.221 3.449 -0.384 0.2 0.2 -0.3
C -1.135 -3.007 -1.346 0.5 -0.2 -0.4
H 3.694 -2.901 -1.698 0.0 0.2 0.0
```
Forces are in eV/Å.



no.,frontier orbital gap (eV)
1,3.39
2,5.32